(1)
The following is a DFT calculation (the ωB97M-V functional and the def2-TZVPD basis) of C9H17Cl2EuNO2 as an isolated structure in a non-equilibrium geometry.

Structure (XYZ):
```
32
Properties=species:S:1:pos:R:3
Eu 0.84 -0.47 0.79
Cl -0.19 -2.54 -0.40
Cl 1.82 1.95 1.29
C 2.07 -0.18 -1.04
H 2.82 0.59 -0.81
H 2.29 -1.14 -1.50
C -0.46 0.73 -1.19
C 0.86 0.53 -1.74
H -0.73 0.70 -0.10
C 0.74 -0.37 -3.05
H 1.31 1.53 -2.03
C -0.41 0.06 -3.94
H 1.71 -0.35 -3.59
H 0.57 -1.38 -2.69
C -1.72 0.06 -3.16
H -0.18 1.07 -4.33
H -0.45 -0.60 -4.83
C -1.53 1.15 -2.08
H -2.56 0.29 -3.83
H -1.88 -0.92 -2.70
H -1.21 2.07 -2.60
H -2.44 1.35 -1.52
N -0.54 0.34 5.16
C 0.00 -1.01 4.84
C 0.29 -0.89 3.39
O 1.28 -1.50 2.88
O -0.49 -0.09 2.75
H 0.24 0.98 5.35
H -1.14 0.35 5.99
H -1.04 0.66 4.30
H 0.91 -1.22 5.40
H -0.77 -1.76 5.00
```

Computed properties:
- E_HOMO (alpha / beta): -0.03033 / -0.02366 Ha
- 2S+1: 7
- Expectation value of S²: 12.45
- Charge: -1

Mulliken population analysis, charges in e, atoms 1 to 8:
1 Eu 0.237
2 Cl -0.584
3 Cl -0.650
4 C -1.202
5 H 0.321
6 H 0.346
7 C 0.002
8 C 1.297

(2)
The following is a DFT calculation (the ωB97M-V functional and the def2-TZVPD basis) of a 2-piece molecular cluster, C9H17FNO overall in a non-equilibrium geometry.

Structure (XYZ):
```
29
Properties=species:S:1:pos:R:3
C -0.81 -0.42 3.21
C -1.01 -0.21 1.91
C -0.88 -1.91 3.44
C -1.35 -2.41 2.04
C 1.82 -0.30 -1.83
C -0.67 -0.17 -2.74
C 1.10 2.22 -0.16
C 0.33 0.03 -1.53
C 0.24 1.46 -1.08
N 1.11 2.47 -1.58
O -1.26 -1.36 1.15
F -0.95 2.02 -0.88
H -0.66 0.42 3.89
H 0.01 -2.42 3.61
H -1.67 -2.29 4.17
H -0.77 -3.27 1.73
H -2.51 -2.68 2.03
H 2.05 -1.32 -1.77
H 2.20 -0.03 -2.86
H 2.54 0.14 -1.16
H -1.46 0.51 -2.60
H -1.06 -1.11 -2.76
H -0.18 0.00 -3.74
H 1.84 1.77 0.50
H 0.45 3.02 0.32
H -0.10 -0.59 -0.62
H 1.84 2.27 -2.18
H 0.78 3.49 -1.87
H -0.96 0.66 1.37
```

Computed properties:
- E_HOMO: -0.41473 Ha
- 2S+1: 1
- Charge: +1

Mulliken population analysis, charges in e, atoms 1 to 8:
1 C -0.496
2 C -0.398
3 C -0.407
4 C -0.464
5 C -1.678
6 C -1.617
7 C -0.727
8 C 1.793

(3)
The following is a DFT calculation (the ωB97M-V functional and the def2-TZVPD basis) of an isolated ion of composition C9H17N2 and charge +1 in a non-equilibrium geometry.

Structure (XYZ):
```
28
Properties=species:S:1:pos:R:3
C -0.71 1.49 -0.08
C 0.06 -0.03 -3.43
C 0.37 1.17 -1.13
C 0.11 0.45 -2.17
C -0.46 0.87 1.29
C -1.57 1.13 2.36
C -0.06 -2.43 -0.71
C 1.75 -1.03 0.09
C 0.34 -1.21 0.16
N 0.85 1.15 1.74
N -0.56 -0.62 0.85
H -0.56 2.55 0.04
H -1.77 1.36 -0.58
H 0.18 -1.10 -3.56
H -0.55 0.23 -4.28
H 1.24 1.58 -0.86
H -2.62 0.91 2.30
H -1.45 2.13 2.71
H -1.33 0.55 3.29
H 0.78 -3.04 -1.08
H -0.87 -3.03 -0.29
H -0.40 -1.90 -1.59
H 2.20 -0.12 0.57
H 2.14 -1.12 -0.98
H 2.23 -1.93 0.43
H 1.21 0.66 2.55
H 1.09 2.07 1.55
H -1.62 -0.76 0.82
```

Computed properties:
- E_HOMO: -0.48216 Ha
- 2S+1: 1
- Charge: +1
- Structure (SMILES): C=C=CC[C@](C)(N)[NH+]=C(C)C

Mulliken population analysis, charges in e, atoms 1 to 8:
1 C -0.849
2 C -0.895
3 C -0.266
4 C 0.103
5 C 0.872
6 C -1.747
7 C -1.159
8 C -1.401

(4)
The following is a DFT calculation (the ωB97M-V functional and the def2-TZVPD basis) of an isolated ion of composition C9H17N2 and charge +1 in a non-equilibrium geometry.

Structure (XYZ):
```
28
Properties=species:S:1:pos:R:3
C 2.73 0.91 -0.27
C 1.49 1.09 0.10
C -0.45 -0.74 1.87
C -1.19 0.57 1.47
C -0.10 -2.27 -0.27
C 0.16 -0.60 -1.74
C 0.49 -1.13 0.64
C 0.39 0.16 -0.20
C -1.23 2.17 -0.36
N -0.99 0.72 0.01
N -0.76 -1.59 -1.43
H 3.50 1.47 0.03
H 3.02 0.03 -0.87
H 1.21 1.91 0.71
H 0.15 -0.69 2.71
H -1.12 -1.57 2.13
H -2.20 0.68 1.86
H -0.76 1.45 1.88
H 0.64 -2.96 -0.67
H -0.87 -2.91 0.18
H -0.21 0.18 -2.39
H 1.09 -0.78 -2.23
H 1.49 -1.17 1.01
H -1.18 1.95 -1.44
H -2.29 2.45 -0.07
H -0.54 2.91 0.14
H -0.90 -2.17 -2.30
H -1.59 -0.06 -0.48
```

Computed properties:
- E_HOMO: -0.49572 Ha
- 2S+1: 1
- Charge: +1
- Structure (SMILES): C=C[C@@]12CNC[C@@H]1CC[N@H+]2C

Mulliken population analysis, charges in e, atoms 1 to 8:
1 C -1.101
2 C -0.388
3 C -1.024
4 C -0.668
5 C -0.979
6 C -1.045
7 C 0.036
8 C 0.748